(1)
C2H8N2O | ωB97M-V/def2-TZVPD

```
13
Properties=species:S:1:pos:R:3:forces:R:3
C -0.38005 -0.03960 0.22926 -0.1856 -1.4729 -0.0986
N 0.70452 0.24333 1.08417 0.1060 0.8503 3.4744
C 0.52241 0.28301 2.37804 0.5464 0.0806 -0.9302
N -0.69867 -0.00544 3.06417 1.7125 0.1163 -1.6578
H 0.05197 -0.75527 -0.47784 -0.9869 -0.4844 0.0466
H -0.70179 0.75019 -0.35957 0.2440 2.2631 -1.3414
H -1.36966 -0.23825 0.65842 0.2246 -1.1592 0.2063
H 1.49442 0.55052 2.94011 -2.0741 -0.5006 -0.3120
H -1.41209 -0.42724 2.48207 0.1116 0.2837 0.5601
H -0.90714 0.21136 4.01757 0.2982 0.0220 0.0488
O 1.02296 -0.04179 -5.73436 -0.6526 -5.5243 -2.0466
H 0.73777 -0.94470 -5.30675 0.8756 2.0553 -1.8965
H 0.93534 0.41388 -4.97531 -0.2196 3.4701 3.9469
```
Forces are in eV/Å.

The calculation puts the HOMO energy at -8.97 eV. As for the orbital gap: 9.652 eV. As for the structure (SMILES): C/N=C\N.O. The calculation puts the energy above the lowest of the compared OMol25 structures with the same formula, charge and spin at 56.5 kcal per mole. For the max |F|, the calculation gives 5.927 eV/A. The LUMO energy comes out at 0.68 eV.

Quick look at the natural (NBO) charges, all values in e: C -0.452; N -0.490; C 0.265; N -0.869; H 0.211; H 0.202; H 0.151; H 0.189; H 0.389; H 0.403; O -0.909; H 0.458; H 0.452

---

(2)
C2H3BrO2 | ωB97M-V/def2-TZVPD

```
8
Properties=species:S:1:pos:R:3:forces:R:3
C -0.17089 0.28434 -0.07744 1.0771 -1.1432 0.2857
C -0.80208 1.67925 -0.83783 1.3492 -3.2853 -0.0946
Br 0.01925 3.15965 -0.07734 0.6430 1.0524 0.1989
O -2.13162 1.80277 -0.98371 -2.6512 -0.3660 2.6119
O -1.33677 1.77500 -2.12341 2.5833 -0.1903 -1.8888
H 0.02219 -0.95823 -0.36600 -1.1607 3.9508 -0.5127
H 0.87529 0.47799 0.43651 -2.4612 0.2725 -1.0495
H -0.99263 0.24925 0.64819 0.6205 -0.2909 0.4490
```
Forces are in eV/Å.

The calculation puts the HOMO energy at -10.47 eV. As for the orbital gap: 11.150 eV. As for the structure (SMILES): CC1(Br)OO1. The calculation puts the energy above the lowest of the compared OMol25 structures with the same formula, charge and spin at 129.9 kcal per mole. For the max |F|, the calculation gives 4.150 eV/A. The LUMO energy comes out at 0.68 eV.

Quick look at the natural (NBO) charges, all values in e: C -0.689; C 0.384; Br 0.076; O -0.257; O -0.235; H 0.256; H 0.239; H 0.226

---

(3)
C28H41N3O16 | ωB97M-V/def2-TZVPD

```
88
Properties=species:S:1:pos:R:3:forces:R:3
N -0.46785 -0.79155 -0.02653 -0.6671 -0.2930 -0.4596
H -0.03598 -0.54892 0.85365 0.6975 0.8079 0.5025
H -0.78973 0.01074 -0.54885 0.2093 0.5616 -0.1963
H -1.30233 -1.28747 0.25241 -0.4004 -0.5238 -0.1125
H 0.07314 -1.41407 -0.60954 0.5471 -0.2829 -0.2743
C 0.26159 -5.21553 -1.69399 -0.5968 -0.8793 -0.4511
C -0.03286 -3.75767 -1.78673 4.2357 -0.6213 1.3218
O -1.05065 -3.44043 -2.39789 -2.9233 0.8777 -1.1688
O 0.80973 -2.96559 -1.35697 -1.0648 0.5670 -0.1742
H -0.49866 -5.67597 -1.06302 0.3118 -0.2451 0.1357
H 1.29269 -5.28939 -1.34833 -0.2010 -0.0483 0.2421
H 0.19083 -5.68319 -2.67602 -0.0576 -0.0221 -0.0276
C -4.06333 -0.04608 3.01795 -0.5535 -1.6820 -0.5641
C -2.98329 -0.58189 2.02746 -0.2209 0.8663 -0.3188
C -2.63021 -2.07791 2.31096 -0.9091 1.2570 0.4097
O -1.84729 -2.66902 1.32379 0.5044 -0.2018 -1.2251
C -1.70005 -4.07331 1.55486 -0.2106 0.8183 0.0383
N -3.37981 -0.32127 0.60520 0.0700 -0.3347 0.6425
H -3.79483 -0.25658 4.05318 0.0435 0.3512 0.0049
H -4.95320 -0.63805 2.80392 -0.1332 -0.6513 0.2360
H -4.53277 0.92723 2.87519 1.2358 0.5002 -0.0935
H -2.09295 0.03768 2.13486 0.3229 -0.2246 0.4365
H -3.54480 -2.66757 2.37370 -0.3556 0.1005 0.3764
H -2.08873 -2.09304 3.25683 -0.1254 -0.1540 0.3282
H -1.12407 -4.53012 0.75007 0.2021 0.2988 0.1998
H -2.69205 -4.52465 1.53651 -0.0193 -0.2228 0.3280
H -1.20655 -4.13952 2.52448 0.0070 -0.7343 -0.0278
H -3.67151 -1.16852 0.13917 -0.1410 -0.1527 -0.0933
H -4.16897 0.30898 0.61575 -0.2022 0.0716 -0.1043
C 1.76432 2.04609 0.45684 0.7916 0.5067 1.5104
C 1.77842 1.20394 1.77399 2.7929 1.7454 -4.2899
C 2.71169 1.78553 2.89188 -2.8294 -1.1238 -1.1935
O 2.47619 0.86778 3.98404 1.3894 1.7298 0.1257
C 3.39802 1.14883 5.05511 0.3312 -1.3670 0.4557
N 0.45109 0.85420 2.06284 -0.5839 -0.4466 2.8171
H 1.15563 1.52604 -0.28285 0.2794 0.1973 -0.1337
H 2.79527 2.24235 0.16236 -0.0192 -0.3187 -0.5696
H 1.37542 3.04542 0.65231 -0.4698 0.0418 -0.0686
H 2.22417 0.28908 1.38355 0.4078 -0.3788 0.5683
H 2.33182 2.78508 3.10332 0.1725 0.2257 0.5132
H 3.69704 1.87414 2.43436 0.4278 -0.4383 0.6806
H 3.24124 0.43753 5.86601 -0.3250 -0.3498 -0.2674
H 3.34714 2.09730 5.58983 -0.3466 0.5408 -0.8235
H 4.40064 0.93623 4.68408 0.1738 0.3802 0.0437
H -0.04362 1.64480 2.45055 -0.5265 0.8025 -0.5307
H 0.79464 0.52381 2.95330 -1.4902 -1.7514 1.3259
C -1.07362 3.94241 -1.15497 -0.6786 -1.0980 1.0154
C -1.83031 3.10344 -0.35819 0.9670 0.1327 -1.1367
C -2.86196 3.54342 0.63385 -1.4461 -0.8525 0.7250
O -3.57037 2.72957 1.29122 2.1225 1.5327 -1.7439
C -3.01031 4.95501 0.66705 0.8683 1.4226 -0.1358
C -2.24734 5.79719 -0.12030 -1.9367 1.4292 0.6989
C -1.24281 5.41333 -1.15041 -0.3932 -3.5753 0.8104
O -0.70460 6.16524 -1.90133 0.3152 1.2766 -0.3612
O -2.52271 7.10609 -0.09964 -0.5469 -0.4637 0.9885
O -1.71668 1.77822 -0.46230 1.0878 0.6427 -0.7111
H -0.33781 3.47474 -1.79236 0.0321 0.1383 -0.2246
H -3.71718 5.34586 1.38397 -0.0885 0.2968 -0.1735
H -2.02170 7.63892 -0.72149 0.5704 -0.2473 -0.4656
H -2.36608 1.32869 0.08341 -0.9210 -0.5995 0.5896
C -1.64442 -0.48023 -6.30556 0.1295 -1.6943 -0.8264
C -1.40016 -0.96001 -5.08967 0.2078 -2.0473 2.0691
C -1.65047 -0.09826 -3.82752 0.1440 0.5817 -0.4395
O -1.46143 -0.39541 -2.64804 0.0826 -0.8566 -1.5844
C -2.04545 1.26342 -4.18195 -0.1049 0.7664 -0.9183
C -2.27635 1.70876 -5.45233 1.0832 2.6292 0.9508
C -2.13964 0.83011 -6.65050 -0.7679 0.7232 -0.9860
O -2.42490 1.24296 -7.77995 0.7055 -0.7205 1.9451
O -2.34097 3.09220 -5.71791 -0.1208 -2.9114 1.0797
O -1.01706 -2.31716 -4.93549 -0.6840 2.7559 -0.8158
H -1.55569 -1.24170 -7.06627 0.0689 0.2319 -0.5000
H -1.90670 1.98044 -3.38632 -0.3950 0.1391 0.1044
H -2.21948 3.16047 -6.66774 -0.2546 0.1725 -0.6490
H -0.89948 -2.52091 -4.00476 -0.0882 0.2407 0.2464
C 4.16166 -1.67174 1.85067 -3.4463 -0.8744 -1.8812
C 3.49463 -2.34071 0.81646 -0.9957 1.3896 2.9345
C 4.22418 -2.74676 -0.39083 2.7425 0.9312 0.5791
O 3.74445 -3.26822 -1.34650 -1.5083 -1.0336 -1.1641
C 5.67032 -2.43353 -0.34666 1.0255 0.9013 0.4513
C 6.26447 -1.72183 0.63200 0.1886 0.2867 1.8014
C 5.53903 -1.21354 1.85321 -2.3686 -1.7126 -0.8933
O 5.96041 -0.60508 2.80059 1.3676 0.5034 -0.1882
O 7.56296 -1.52652 0.78039 1.0785 -0.4630 -1.6641
O 2.09790 -2.57818 0.85561 3.2882 0.7103 0.6874
H 3.51196 -1.28262 2.62065 0.0867 -0.1030 0.4415
H 6.37274 -2.71860 -1.11591 -0.4593 -0.4680 -0.4161
H 7.78710 -1.12682 1.62395 -0.2967 0.3472 0.4101
H 1.93957 -3.08826 0.05789 -0.4423 -0.2609 -0.7243
```
Forces are in eV/Å.

The calculation puts the HOMO energy (spin up / spin down) at -11.55 / -11.55 eV. As for the orbital gap (spin up / spin down): 7.484 / 4.407 eV. The spin multiplicity is 2. The charge is +1. For the max |F|, the calculation gives 5.408 eV/A. The LUMO energy (spin up / spin down) comes out at -4.07 / -7.14 eV.

Quick look at the Löwdin charges, all values in e: N 0.303; H 0.073; H 0.064; H 0.065; H 0.076; C 0.073; C -0.627; O 0.306; O 0.047; H 0.095; H 0.117; H 0.112; C -0.042; C -0.363; C -0.192; O -0.247; C -0.033; N 0.039; H 0.084; H 0.077; H 0.070; H 0.098; H 0.130; H 0.136; H 0.070; H 0.100; H 0.105; H 0.089; H 0.076; C -0.037; C -0.458; C -0.146; O -0.204; C -0.082; N 0.044; H 0.062; H 0.080; H 0.073; H 0.110; H 0.130; H 0.130; H 0.088; H 0.092; H 0.081; H 0.105; H 0.080; C 0.077; C -0.211; C -0.294; O 0.066; C 0.072; C -0.181; C -0.340; O 0.161; O 0.125; O 0.038; H 0.124; H 0.138; H 0.123; H 0.047; C 0.061; C -0.138; C -0.263; O 0.081; C 0.072; C -0.148; C -0.302; O 0.131; O 0.087; O 0.066; H 0.145; H 0.116; H 0.099; H 0.038; C 0.082; C -0.139; C -0.356; O 0.144; C 0.086; C -0.238; C -0.332; O 0.138; O 0.124; O 0.044; H 0.116; H 0.137; H 0.117; H 0.037

---

(4)
C27H44BrCaNOP2S | ωB97M-V/def2-TZVPD

```
78
Properties=species:S:1:pos:R:3:forces:R:3
C 7.73095 1.48304 -1.84460 -0.5122 0.1358 -0.0985
C 6.42675 1.96209 -2.12268 1.3590 0.5486 -0.8438
C 6.30571 2.93255 -3.14813 0.0371 -0.3360 0.4024
C 7.45653 3.35810 -3.81845 0.1173 -0.1000 0.0731
N 8.69448 2.90393 -3.55518 -0.7643 -0.3121 0.4770
C 8.80867 1.98304 -2.58207 -0.0633 0.1219 -0.1061
C 5.29249 1.49104 -1.40624 -2.1215 -0.8751 1.3363
C 4.31218 1.08399 -0.78690 1.8918 0.8177 -1.2189
C 3.17730 0.61258 -0.06997 -0.7632 -0.3025 0.4860
C 3.00947 -0.76899 0.20234 -0.1955 0.6343 0.0517
C 1.89096 -1.22563 0.90669 -0.7947 -0.5413 0.5282
C 0.89473 -0.33519 1.37191 6.9296 2.7598 -4.3709
C 1.06984 1.04159 1.09720 -0.9731 -0.3890 0.5087
C 2.18233 1.51147 0.39212 0.2262 -0.4861 -0.1163
Ca -0.70544 -0.99980 2.38274 -1.1022 0.2713 7.0038
P -1.55624 -1.99573 0.45271 -1.9743 -2.5772 -4.5411
H 5.32356 3.33910 -3.40672 0.4207 -0.1408 0.0687
H 7.88605 0.73312 -1.06352 -0.0171 0.3082 -0.3256
H 7.37634 4.11013 -4.61554 0.0551 -0.3638 0.3798
H 9.82511 1.61975 -2.37639 -0.4910 0.1859 -0.1081
H 2.29741 2.58113 0.18825 -0.0943 -0.4349 0.1679
H 3.77010 -1.47495 -0.14692 -0.3858 0.2249 0.1974
H 0.31929 1.76338 1.44032 0.2794 -0.0531 -0.1043
H 1.79200 -2.30025 1.10018 0.0972 0.4145 -0.0243
C -3.34649 -2.37849 0.78237 -0.2117 -0.0801 -0.5481
C -4.26644 -2.76164 -0.38336 -0.0052 -0.1418 -0.2715
H -3.72798 -1.46847 1.28036 0.0548 -0.5447 -0.2021
H -3.31845 -3.15350 1.57019 -0.1073 0.3695 -0.5518
H -5.20402 -3.19242 0.01105 0.3909 0.2321 -0.1768
H -4.53869 -1.88078 -0.98980 0.1083 -0.3447 0.1746
H -3.81049 -3.50956 -1.05138 -0.2534 0.3037 0.2424
C -1.48959 -0.97413 -1.09955 -0.4842 0.3235 -0.0025
C -0.80198 -1.55474 -2.34198 0.1146 0.0462 -0.1829
H -0.99173 -0.03611 -0.79582 0.0028 -0.2506 -0.2470
H -2.53634 -0.68769 -1.31171 0.3275 -0.1994 -0.1267
H -0.77098 -0.79134 -3.13966 0.0032 -0.3527 0.3056
H 0.24013 -1.84480 -2.12453 -0.4039 0.1339 -0.0993
H -1.32409 -2.43778 -2.74357 0.1634 0.3826 0.2174
C -0.67571 -3.59084 0.08097 -0.0243 0.0182 0.1335
C -1.41094 -4.67537 -0.71686 -0.0538 -0.1764 -0.0885
H -0.40898 -3.97668 1.08063 -0.0023 0.1816 -0.5784
H 0.26935 -3.29489 -0.41296 -0.3827 -0.1806 0.2197
H -0.73431 -5.53204 -0.88576 -0.2828 0.3592 0.0545
H -2.28268 -5.05278 -0.15633 0.3003 0.1608 -0.2475
H -1.75824 -4.32262 -1.70148 0.1537 -0.1691 0.4109
Br -2.73439 -1.84232 3.66425 -0.5749 0.2296 1.4586
P -3.27922 3.95851 -0.40299 2.8714 -3.5730 1.3015
C -3.48748 2.28152 -1.23409 -0.5817 0.3240 -1.0829
C -4.88411 2.04591 -1.82650 -0.5047 -0.1247 -0.0549
H -3.21553 1.47980 -0.51910 -0.0661 0.7246 0.0579
H -2.73639 2.24857 -2.04578 -0.2959 0.2410 0.3453
H -4.86101 1.24325 -2.58568 0.0256 0.3873 0.3890
H -5.61433 1.75230 -1.05288 0.3098 0.1518 -0.2906
H -5.26575 2.96279 -2.30926 0.1549 -0.4961 0.0717
C -3.23058 3.45434 1.40671 -0.9111 0.2232 0.4101
C -3.65397 4.56004 2.38241 -0.0953 0.4390 0.3907
H -2.18152 3.16217 1.60548 -0.3587 0.1495 -0.4488
H -3.84898 2.54650 1.55318 0.0819 0.5579 -0.3600
H -4.01165 4.12896 3.33479 0.2474 0.1933 -0.4715
H -2.81090 5.23645 2.60986 -0.4149 -0.2593 -0.1161
H -4.47424 5.17251 1.96930 0.2972 -0.2997 0.2776
C -1.42819 4.17302 -0.64757 0.0924 1.3594 -0.0385
C -1.07482 5.12284 -1.79925 0.1668 0.2030 -0.5225
H -0.95487 3.18186 -0.79426 -0.6858 0.1921 0.0945
H -1.03663 4.57526 0.30593 -0.3265 -0.0491 -0.3925
H -0.05245 5.52478 -1.68164 -0.5046 -0.2199 -0.0390
H -1.11666 4.61000 -2.77708 -0.0347 0.2300 0.4329
H -1.77599 5.97494 -1.84004 0.4480 -0.2769 0.0251
C -0.11969 -5.40488 3.21281 -0.7178 -1.0280 0.4512
S -0.12154 -3.84175 4.15436 3.0015 -1.0884 -1.5949
C 1.56562 -4.07577 4.81028 0.2172 -0.5145 1.3445
O 0.37615 -2.94859 2.99601 -1.1836 1.5605 -0.1300
H -0.04215 -6.25576 3.92064 -0.1101 0.4547 -0.3460
H 0.72518 -5.45612 2.49434 -0.4454 0.4441 0.6275
H -1.08489 -5.50592 2.67441 0.5345 0.1659 0.3515
H 2.28690 -4.32466 4.00382 -0.8352 0.1997 0.2736
H 1.89365 -3.14135 5.31429 -0.4248 -0.5396 -0.3592
H 1.55851 -4.89202 5.56131 0.0540 0.4565 -0.3145
```
Forces are in eV/Å.

The calculation puts the HOMO energy (spin up / spin down) at -13.12 / -13.06 eV. As for the orbital gap (spin up / spin down): 3.241 / 5.355 eV. The charge is +2. The calculation puts the energy above the lowest of the compared OMol25 structures with the same formula, charge and spin at 151.3 kcal per mole. For the max |F|, the calculation gives 8.645 eV/A. The LUMO energy (spin up / spin down) comes out at -9.88 / -7.71 eV.

Quick look at the Löwdin charges, all values in e: C -0.006; C -0.229; C -0.012; C -0.126; N 0.073; C -0.122; C 0.071; C 0.050; C -0.204; C 0.016; C -0.082; C -0.271; C -0.108; C -0.009; Ca 0.846; P 0.809; H 0.114; H 0.119; H 0.116; H 0.118; H 0.129; H 0.139; H 0.096; H 0.102; C -0.497; C -0.130; H 0.013; H 0.018; H 0.089; H 0.063; H 0.058; C -0.386; C -0.122; H 0.045; H 0.059; H 0.082; H 0.072; H 0.073; C -0.374; C -0.126; H 0.025; H 0.074; H 0.088; H 0.078; H 0.061; Br 0.064; P 1.264; C -0.376; C -0.141; H 0.077; H 0.091; H 0.088; H 0.085; H 0.078; C -0.372; C -0.139; H 0.078; H 0.094; H 0.092; H 0.085; H 0.078; C -0.380; C -0.143; H 0.090; H 0.089; H 0.090; H 0.084; H 0.078; C -0.241; S 0.883; C -0.240; O -0.778; H 0.075; H 0.079; H 0.062; H 0.075; H 0.070; H 0.070

---

Question: Among the records above, which one has the highest max |F|?
Answer: C27H44BrCaNOP2S